No. 1
Below is a molecular structure, C32H28N2O2P2PdTe, with properties calculated with ωB97M-V/def2-TZVPD.

```
68
Properties=species:S:1:pos:R:3:forces:R:3
Te -2.4772 -0.9154 1.4571 -0.260 -0.347 0.376
Pd 1.1368 1.8002 -1.5084 0.258 -0.172 -0.255
P -0.4747 1.7056 0.9569 0.081 -0.321 -0.285
P -1.3699 0.1704 -1.4478 0.325 0.157 0.149
O 1.7267 5.2702 -1.9449 -0.022 0.105 -0.043
O 2.2641 3.5101 -3.2507 0.060 -0.055 0.021
N 0.2752 -4.7832 2.9476 0.050 -0.078 0.041
N -0.7157 3.6408 -2.1623 0.180 0.079 0.121
C 3.3963 0.2199 0.9505 0.071 0.012 -0.001
C -0.6379 1.5861 2.7976 -0.022 0.115 -0.011
C -2.0554 2.0383 4.7176 -0.018 0.004 -0.006
C 1.3550 1.5274 0.7394 -0.032 0.084 -0.006
C 0.3679 1.1932 3.6762 -0.027 0.015 0.005
C 0.0074 4.2825 -3.2559 0.093 0.098 -0.042
C 0.7968 0.4195 -3.2746 -0.263 -0.090 0.060
C 2.3079 -1.6281 -2.1079 0.062 -0.013 -0.038
C 1.1202 -1.2429 -1.5407 -0.038 0.070 0.035
C 0.3136 -0.2304 -2.1153 -0.043 -0.074 0.004
C -1.3193 -2.6024 2.1268 0.122 -0.120 0.007
C -3.8849 -3.5895 -2.5659 -0.044 -0.038 -0.008
C -4.4732 -2.3733 -2.2385 -0.030 0.000 0.006
C -1.8445 2.0252 3.3500 0.003 -0.014 0.021
C -3.6801 -1.2919 -1.8963 -0.040 -0.019 -0.018
C -1.0907 0.0730 0.3620 -0.119 0.600 -0.267
C 0.2884 -3.6182 3.5941 0.008 0.082 0.043
C -2.2873 -1.3881 -1.8516 -0.019 0.055 -0.038
C 3.5235 2.4819 0.1311 0.009 0.039 -0.039
C -1.3306 -3.8166 1.4463 -0.027 0.023 -0.015
C 2.7806 -0.9709 -3.2584 0.008 0.016 0.006
C -0.5281 -4.8586 1.8887 -0.053 -0.009 -0.078
C 4.1497 1.3066 0.4659 -0.016 0.008 -0.022
C 1.4849 4.3816 -2.7901 -0.109 -0.012 0.026
C 2.1254 2.6321 0.2927 -0.227 0.010 0.133
C -0.4763 -2.5192 3.2316 -0.001 0.009 -0.025
C 2.0449 0.0434 -3.8199 0.026 0.081 -0.023
C 2.0332 0.3247 1.0546 -0.024 0.000 -0.038
C -2.5038 -3.6985 -2.5478 0.010 -0.045 -0.008
C -1.0456 1.6256 5.5797 -0.039 0.009 0.066
C 0.1659 1.2105 5.0525 0.046 -0.026 0.015
C -1.7147 -2.6091 -2.1958 -0.002 -0.006 0.003
H 3.7424 -1.2409 -3.6803 -0.004 -0.004 -0.002
H -4.4989 -4.4408 -2.8379 -0.002 0.002 0.000
H -2.0283 -4.6379 -2.8086 -0.012 -0.008 -0.002
H -0.5290 -5.8062 1.3554 0.008 0.002 0.016
H 2.4156 0.5922 -4.6771 0.027 -0.032 -0.004
H 1.4282 -0.5239 1.3594 0.028 -0.019 0.006
H -0.3648 5.2869 -3.5154 0.009 -0.049 0.028
H 2.9030 -2.4095 -1.6477 -0.010 -0.001 0.011
H -1.2022 1.6354 6.6526 -0.002 0.002 -0.002
H 4.0750 3.3201 -0.2772 0.036 -0.022 0.018
H 0.7660 -1.6917 -0.6179 0.028 -0.028 0.003
H 1.7029 3.6303 0.2119 -0.049 -0.044 -0.002
H -4.1453 -0.3433 -1.6497 0.021 0.008 -0.002
H -0.4039 -1.5989 3.7993 -0.007 0.026 0.009
H -1.9471 -3.9458 0.5636 -0.002 0.010 -0.003
H -3.0088 2.3709 5.1128 0.002 0.000 0.015
H -0.5878 4.1598 -1.3010 -0.052 0.011 -0.006
H -0.6394 -2.7187 -2.1946 0.024 0.005 -0.003
H 0.9512 -3.5559 4.4536 -0.001 -0.014 -0.009
H 0.9677 0.8963 5.7122 -0.009 0.002 0.010
H 3.8918 -0.7126 1.1997 -0.017 -0.006 0.000
H 1.3251 0.8744 3.2881 0.029 -0.004 -0.013
H 5.2205 1.2041 0.3270 0.000 0.000 0.010
H -2.6319 2.3568 2.6818 0.003 0.005 -0.008
H -5.5524 -2.2682 -2.2495 -0.003 -0.013 -0.005
H -0.0525 3.6338 -4.1324 0.013 0.047 -0.018
H -1.7041 3.5164 -2.3345 0.016 -0.118 0.016
H 0.1525 1.0850 -3.8400 -0.010 0.013 0.065
```
Forces are in eV/Å.

Values from the calculation:
relative energy (zero: lowest compared OMol25 entry of this formula, charge and spin)	100.20	kJ/mol
HOMO energy	-0.8	eV
LUMO level	0.149	Eh
F_max	0.7	eV/Å
multiplicity	1
total charge	-2

No. 2
Below is 2 unconnected molecules or ions with the total composition C2H3NO2 in a non-equilibrium geometry, with properties calculated with ωB97M-V/def2-TZVPD.

```
8
Properties=species:S:1:pos:R:3:forces:R:3
O 1.3978 0.2323 -1.8805 -0.628 0.118 0.639
O 1.6318 2.5623 -0.0223 0.159 1.389 0.103
N 1.5499 3.7471 0.0620 -0.387 -2.405 -0.485
C 0.5825 0.7097 -1.1941 1.053 1.858 0.299
C -0.8172 0.4312 -0.8317 -0.484 -3.243 -2.218
H -1.0172 -0.3658 -1.6623 -0.274 1.064 1.234
H -0.9163 -0.1540 0.0865 0.230 0.563 0.136
H -1.5731 1.1861 -0.9616 0.330 0.655 0.291
```
Forces are in eV/Å.

Values from the calculation:
relative energy (zero: lowest compared OMol25 entry of this formula, charge and spin)	585.98	kJ/mol
HOMO energy (alpha / beta)	-6.3 / -6.3	eV
LUMO level (alpha / beta)	-0.026 / -0.027	Eh
F_max	4.0	eV/Å
multiplicity	1

No. 3
Below is a molecular structure, C10H19ClNVYb in a non-equilibrium geometry, with properties calculated with ωB97M-V/def2-TZVPD.

```
33
Properties=species:S:1:pos:R:3:forces:R:3
Yb -1.2743 0.7031 0.7108 0.625 -1.786 -2.653
V -0.0228 -0.2078 -2.9490 0.319 -1.085 0.999
Cl 1.0072 -2.1052 -2.4715 0.731 -1.440 0.769
N 0.4808 -0.0348 1.8611 0.716 -0.332 0.277
C -1.2173 0.9652 -2.0415 -1.837 1.485 3.909
C 0.6019 1.0779 2.6638 0.488 -1.151 0.792
C -2.6027 -1.0670 1.1167 -0.097 0.567 0.061
C -1.0240 -0.6247 -4.5436 -1.452 -0.865 -2.284
C 1.3676 0.7712 3.7964 -0.495 1.535 -0.081
C 1.7736 -0.5634 3.6853 -0.529 -0.753 -1.661
C 1.3172 1.0319 -3.5793 2.197 1.572 -0.807
C -0.0509 2.3882 2.3653 0.143 1.144 0.328
C 1.3455 -2.3818 1.8852 0.185 -1.010 -0.392
C 1.2298 -1.0398 2.4597 -0.158 1.558 1.539
H 0.3674 -2.8317 1.6837 0.073 0.074 -0.046
H -2.3247 0.9175 -2.1294 0.222 0.185 -0.060
H -3.6090 -0.7483 0.8184 -0.206 -0.331 0.117
H -0.7478 -1.6675 -4.8113 -0.142 0.350 -0.106
H 1.8942 -2.3561 0.9407 -0.097 -0.081 -0.074
H -0.5497 2.6123 1.3940 0.403 0.054 0.419
H 2.3999 -1.1348 4.3689 -0.227 0.187 -0.243
H -2.5347 -1.1289 2.2097 -0.265 -0.256 0.150
H -0.7871 0.0213 -5.4106 -0.192 -0.190 0.195
H -2.3527 -2.0303 0.6712 -0.041 0.055 -0.021
H -2.1195 -0.6072 -4.3868 0.226 -0.009 -0.143
H 1.8855 -3.0651 2.5615 -0.175 0.341 -0.150
H -0.7557 2.6581 3.1561 -0.121 0.166 -0.099
H 1.1884 1.3162 -4.6406 0.064 0.043 0.281
H -0.9004 2.0106 -1.8307 -0.163 0.122 -0.432
H 2.2924 0.5088 -3.5007 -0.126 0.246 -0.107
H 0.7282 3.1494 2.3453 -0.061 0.237 0.062
H 1.3986 1.9598 -2.9851 0.029 -0.093 -0.147
H 1.5951 1.5032 4.5863 -0.038 -0.536 -0.394
```
Forces are in eV/Å.

Values from the calculation:
relative energy (zero: lowest compared OMol25 entry of this formula, charge and spin)	29.97	kJ/mol
HOMO energy (alpha / beta)	-2.5 / -4.0	eV
LUMO level (alpha / beta)	0.064 / 0.057	Eh
F_max	4.6	eV/Å
multiplicity	4
expectation value of S²	3.769
total charge	-1